ORCA calculation (ωB97M-V with the def2-TZVPD basis set) on an isolated ion of composition C7H15O4S and charge -1.

```
27
Properties=species:S:1:pos:R:3:forces:R:3
H -0.273878 -2.120796 -0.949014 0.09 -0.10 -0.09
C 0.279064 2.348135 -1.487792 0.02 -0.36 -0.09
C -0.728834 -2.224102 0.041673 0.01 0.06 0.11
H -1.184187 -4.336356 0.209765 0.10 -0.05 0.05
H -0.071050 2.192251 -2.507254 -0.06 0.06 -0.07
H 0.927630 2.031492 0.982207 -0.03 0.07 0.09
O -0.437504 3.818360 0.548108 -0.44 -0.27 -0.67
H 1.235060 0.426848 -1.541238 0.04 -0.07 -0.05
O -2.016693 2.142535 -0.317679 0.01 0.09 0.03
O -1.552305 4.161845 -1.629661 0.03 0.05 0.15
H -2.418005 -3.243507 0.893405 0.03 -0.16 0.19
S -1.065970 3.206555 -0.641105 0.42 0.26 0.48
H -0.164359 -0.018892 1.707789 -0.10 -0.10 -0.03
C 1.299780 -1.449945 0.969919 0.23 0.43 0.05
H -2.259948 -3.410816 -0.840610 -0.07 -0.05 -0.04
C 0.900002 -0.053179 1.476180 0.15 0.12 -0.05
H 1.710566 -1.365871 -0.044180 -0.12 -0.08 -0.14
O 0.281851 -2.423806 1.009425 -0.12 -0.22 0.08
H 2.103087 -1.835870 1.594741 0.02 -0.16 0.05
H 1.148997 3.002038 -1.525556 0.00 0.15 0.09
C -1.697200 -3.385517 0.092500 -0.17 0.24 -0.25
C 1.241366 1.095421 0.526871 0.15 -0.16 -0.02
H 1.433436 0.133598 2.410036 -0.14 -0.02 0.16
H 2.332481 1.137778 0.428584 0.05 0.10 -0.08
H -1.269016 -1.292858 0.233403 0.00 0.08 -0.03
H -0.352613 0.471043 -0.782403 -0.07 -0.11 0.02
C 0.598243 0.993615 -0.858115 -0.03 0.20 0.07
```
Positions in Å, forces in eV/Å.

Output
Orbital gap   8.262 eV
E_LUMO   3.305 eV
Molar mass   195.3 g mol⁻¹
F_max   0.85 eV Å⁻¹
Electronic energy   -26529.2405 eV
Total charge   -1

ORCA calculation (ωB97M-V with the def2-TZVPD basis set) on a 2-piece molecular cluster, C7H16ClN2Si overall at a distorted geometry.

```
27
Properties=species:S:1:pos:R:3:forces:R:3
H -1.107605 -0.456127 -1.878254 -0.38 0.89 -0.76
H 2.739815 -1.328439 0.599577 -0.97 -0.18 -0.83
C -0.414592 0.132433 1.744810 3.12 -0.98 2.51
H 3.601882 -1.719554 -0.761003 -0.29 -0.51 -0.43
C -1.827704 1.454750 0.298107 -2.28 -4.38 2.38
H 0.635463 -0.192127 1.989254 -1.22 -0.36 -0.78
H -1.359807 2.770577 1.622982 -0.83 0.17 0.00
H -3.341429 1.149126 2.731796 0.62 -1.07 0.49
H 1.551901 -2.345293 -3.772236 0.85 1.64 0.69
H -1.013071 -0.086630 3.812438 0.32 0.07 -0.80
H 1.385979 -0.555009 -4.154126 0.70 -0.98 1.05
N -2.160656 2.127176 1.509674 1.63 2.26 -0.73
H -1.738082 2.190402 -0.378341 1.05 2.18 -2.86
H -2.187286 2.077465 3.671715 0.16 -1.14 -2.12
C -0.400803 -0.990016 -1.297500 2.36 2.24 0.03
H -0.902423 -1.769337 -0.864314 -0.84 -2.16 1.52
C 1.913982 -1.293275 -3.450596 -1.03 0.00 -1.09
C -2.255744 1.383734 2.710301 -1.53 0.39 2.34
H 2.212919 -2.719120 -0.330139 -0.67 -2.86 0.26
H 3.006146 -1.146154 -3.609571 -0.67 -0.39 0.02
C 2.555148 -1.763847 -0.421309 1.85 3.35 0.76
Cl 1.794228 1.224774 -1.389882 0.23 -0.29 -0.29
Si 1.546367 -0.849556 -1.664262 -1.19 0.26 0.04
H 0.163697 1.041465 0.042329 0.99 0.02 -0.05
N -0.612908 0.616916 0.508166 -0.68 0.33 -2.87
C -1.187322 0.336630 2.811826 -1.70 0.36 0.74
H -2.598095 0.709035 -0.081442 0.41 1.14 0.77
```
Positions in Å, forces in eV/Å.

Output
Orbital gap (alpha / beta)   7.849 / 6.372 eV
E_LUMO (alpha / beta)   -5.055 / -6.114 eV
Molar mass   191.8 g mol⁻¹
F_max   5.48 eV Å⁻¹
Electronic energy   -30890.1111 eV
Total charge   +1

ORCA calculation (ωB97M-V with the def2-TZVPD basis set) on a 2-piece molecular cluster, C7H16ClOSi overall at a distorted geometry.

```
26
Properties=species:S:1:pos:R:3:forces:R:3
H -1.589192 2.446280 -1.995640 0.00 -0.04 0.13
C 0.986168 -0.748730 2.491406 -0.40 -0.37 -1.80
H 1.685489 0.259825 -2.272491 0.11 0.17 0.13
H 1.332971 -0.460866 3.481836 -0.22 0.04 0.00
H 0.038521 1.056690 2.058808 0.29 0.72 -0.65
C -1.101498 -0.963427 -2.395209 0.09 0.51 -0.30
H 0.556617 -1.231480 0.250691 -0.08 0.25 -0.50
H -2.170225 -1.180524 -2.312670 0.15 -0.13 0.14
H -0.935525 -0.579469 -3.413320 -0.08 -0.08 0.10
C 1.088275 1.104807 -1.909238 -0.32 -0.65 0.07
C -1.817920 1.767402 -1.161156 0.20 -0.04 -0.64
O -1.145291 -0.862794 1.297289 -0.28 0.20 0.25
H -0.921532 -1.291682 3.393193 -0.61 0.17 -0.45
Si -0.514332 0.392526 -1.201769 -0.15 0.05 0.11
H 1.655941 1.620618 -1.132882 0.03 0.13 -0.24
C -0.094976 -0.355392 0.473451 0.75 -0.02 0.13
H 1.670359 0.899949 1.181015 -0.09 -0.03 -0.04
H -1.821988 2.373564 -0.253588 -0.14 -0.22 0.03
H -2.803316 1.353515 -1.398102 -0.03 0.11 0.41
H 0.868140 1.737754 -2.774458 0.10 0.13 0.20
H -0.368155 -2.493312 2.196376 0.15 0.06 0.37
H -0.509724 -1.879516 -2.317695 -0.14 0.05 0.16
H 1.818750 -1.320552 1.991040 -1.22 0.16 0.99
C 0.741818 0.428213 1.489231 -0.55 -0.69 1.38
Cl 3.784777 -0.655673 1.814054 1.36 0.16 -0.31
C -0.434152 -1.417726 2.419829 1.10 -0.61 0.34
```
Positions in Å, forces in eV/Å.

Output
Orbital gap   6.912 eV
E_LUMO   3.164 eV
Molar mass   179.7 g mol⁻¹
F_max   1.88 eV Å⁻¹
Electronic energy   -29967.9571 eV
Total charge   -1

ORCA calculation (ωB97M-V with the def2-TZVPD basis set) on C7H16F2N3 as an isolated structure at a distorted geometry.

```
28
Properties=species:S:1:pos:R:3:forces:R:3
H 0.101073 3.209627 -2.000273 -0.91 -1.51 -0.10
F 3.470780 0.798276 -0.654722 -1.03 0.90 0.65
C -1.364123 0.440854 2.371521 -0.49 0.90 1.00
C 0.241078 -2.152373 -0.942900 -2.32 2.96 0.03
N 1.286776 -1.246788 -0.305561 -3.51 1.37 -0.61
H -0.926940 -0.365916 2.975494 -0.35 -0.11 -0.45
F 2.986831 0.673711 1.387908 -0.52 0.23 0.34
H 2.766446 -2.395742 -0.843322 0.87 -1.92 -1.89
H 0.508426 2.650022 0.216856 2.48 1.80 1.81
H -0.563022 -1.419114 -1.375478 1.49 -1.37 0.65
H -0.853597 1.347641 2.848296 -0.57 -0.76 -1.55
C 2.479832 -1.942113 0.026162 2.13 2.85 1.18
C -0.033642 2.101619 -1.714193 2.31 4.12 -0.21
N 2.459514 1.145507 0.268655 5.85 2.53 -1.01
H -0.817754 1.618835 -2.170200 -1.70 -0.86 -1.47
C -1.341492 0.145914 0.848051 2.24 -3.29 1.25
H 0.942725 1.742044 -2.057144 -0.19 -0.57 0.40
H -2.093849 0.592769 0.303588 -2.12 0.68 -0.72
H -2.444802 0.561198 2.632672 0.87 -0.32 0.06
H -1.236792 2.439465 0.150835 1.55 -0.20 -0.90
H -0.321266 -2.771768 -0.221157 0.84 0.04 -0.20
C -0.209862 2.116934 -0.244796 -3.07 -2.94 -0.09
H 2.140797 -2.526415 0.800019 0.17 -2.22 1.73
H -1.401461 -1.052487 0.729590 0.05 2.92 0.10
C 0.957150 -0.044991 0.046410 -2.18 -3.33 0.48
H 0.652257 -2.664582 -1.766506 0.61 -0.88 -0.66
H 3.383855 -1.327980 0.365772 -1.73 -0.59 -0.39
N -0.131889 0.659265 0.145939 -0.77 -0.47 0.58
```
Positions in Å, forces in eV/Å.

Output
Orbital gap (alpha / beta)   7.489 / 7.617 eV
E_LUMO (alpha / beta)   -3.067 / -6.572 eV
Molar mass   180.2 g mol⁻¹
F_max   6.45 eV Å⁻¹
Electronic energy   -17407.0124 eV
⟨S²⟩   2.006
2S+1   3
Total charge   +1

ORCA calculation (ωB97M-V with the def2-TZVPD basis set) on a 2-piece molecular cluster, C7H16INO5P overall at a distorted geometry.

```
31
Properties=species:S:1:pos:R:3:forces:R:3
H -1.808945 0.705905 -4.065667 -1.38 -1.47 0.44
O -1.285039 -2.916970 -3.244655 0.13 0.20 -0.15
H 0.794019 -0.149550 -2.990203 0.50 -1.66 -0.28
H -0.287691 -0.153110 1.481208 0.08 0.08 -0.03
O -0.782122 -1.104733 -1.954177 0.02 1.71 1.20
H -0.069842 2.000151 -1.022766 0.00 0.02 0.00
O -1.157465 -3.094862 -1.019551 0.29 -0.35 0.34
O 0.663332 1.046544 2.888081 0.17 0.23 -0.04
P 0.304659 -3.314362 -0.260395 0.92 1.04 0.25
H -0.815228 -0.475402 -5.095386 1.31 1.56 -0.50
I -0.134049 -4.138699 2.029088 -0.43 -0.03 -0.25
H 2.271181 2.377856 3.052062 -0.06 0.02 0.00
H -1.891582 0.174203 1.534839 -0.05 0.00 -0.07
H 0.766042 3.094783 0.073534 -0.02 0.02 0.02
H 2.497330 1.037772 1.894414 0.03 0.09 -0.01
H -1.578971 2.395623 0.831032 -0.05 -0.02 0.10
C -0.252354 -0.426997 -3.067874 -0.21 0.08 -1.05
H 1.196767 1.381083 0.032646 0.03 0.03 0.09
C -1.070086 -2.410351 -2.203933 -0.74 -0.50 -0.23
H 2.536959 0.726822 3.633371 -0.06 -0.02 0.03
H -1.044620 2.086165 3.149641 0.02 0.05 0.02
N -1.039890 0.367122 1.004701 -0.21 -0.33 0.14
H -1.153979 -0.002744 0.054060 0.06 0.00 -0.05
O 0.879058 -4.615837 -1.013846 -0.47 -0.07 0.20
C -1.010225 -0.027268 -4.124085 -0.02 -0.03 0.43
H 1.616143 -4.971810 -0.494034 0.05 -0.22 -0.24
C 0.367343 2.087673 -0.026374 -0.06 -0.16 -0.16
C -0.676156 1.825789 1.048021 0.39 0.30 -0.33
C -0.186077 2.094745 2.470975 -0.37 -0.39 0.28
H 0.282953 3.075479 2.548892 0.05 0.01 -0.13
C 2.068533 1.324982 2.856383 0.07 -0.19 -0.03
```
Positions in Å, forces in eV/Å.

Output
Orbital gap   8.406 eV
E_LUMO   -3.244 eV
Molar mass   352.1 g mol⁻¹
F_max   2.09 eV Å⁻¹
Electronic energy   -36627.0067 eV
Total charge   +1

ORCA calculation (ωB97M-V with the def2-TZVPD basis set) on C7H16N in the gas phase at a distorted geometry.

```
24
Properties=species:S:1:pos:R:3:forces:R:3
H -1.126232 1.100241 2.510493 -0.16 0.01 0.20
C -0.468074 -1.474830 -0.171270 0.34 1.06 0.21
C 0.129602 -2.828682 -0.427561 -0.88 -1.16 -0.47
H 0.252608 2.855972 0.492941 0.09 1.07 -0.14
H -1.294375 2.077966 0.243500 -0.29 0.40 0.39
C 0.614155 -0.475925 0.415268 -1.11 -0.06 0.01
H -1.416720 -1.524148 -2.039610 -0.12 0.35 0.45
H 0.498728 -0.541983 1.505594 0.05 -0.06 -0.02
H -0.282312 -0.321862 -1.938474 0.18 0.55 0.38
N -1.022780 -0.800468 -1.400367 0.10 -1.45 -1.36
H 0.681040 -2.991489 -1.351958 0.19 0.58 -0.09
H 1.822939 0.580211 -1.753656 0.22 0.04 0.12
H 0.598738 1.291188 2.486049 0.21 0.15 0.29
H 0.791229 -3.014470 0.385758 0.80 -0.12 0.65
C 0.468421 0.918902 -0.098055 -0.07 -0.47 0.98
H -0.572720 -3.668796 -0.387695 -0.26 0.28 -0.07
C -0.331348 1.782494 2.214195 -0.09 -0.59 -0.28
H 1.581628 -0.918337 0.172228 0.26 0.11 -0.15
C -0.311436 1.973590 0.705593 0.69 -0.79 -0.76
H -1.343313 -1.525593 0.476837 0.14 -0.17 0.22
C 1.297650 1.314729 -1.148175 -0.33 -0.01 -0.66
H 1.328755 2.341129 -1.495205 0.01 -0.02 0.00
H -0.417037 2.708093 2.776987 -0.13 0.08 -0.06
H -1.721984 -0.102252 -1.160141 0.17 0.22 0.14
```
Positions in Å, forces in eV/Å.

Output
Orbital gap (alpha / beta)   3.341 / 7.633 eV
E_LUMO (alpha / beta)   0.396 / 0.196 eV
Molar mass   114.2 g mol⁻¹
F_max   1.99 eV Å⁻¹
Electronic energy   -9004.0704 eV
⟨S²⟩   0.753
2S+1   2

ORCA calculation (ωB97M-V with the def2-TZVPD basis set) on an isolated ion of composition C7H16N and charge +1 at a distorted geometry.

```
24
Properties=species:S:1:pos:R:3:forces:R:3
H 2.674082 0.385234 -2.283066 1.53 2.45 -1.50
H 3.137414 -0.274394 0.333941 -0.79 0.74 0.01
C 2.118415 -0.332005 -1.829626 0.47 -2.27 1.25
C -3.018867 0.898416 0.359000 1.09 -1.76 1.50
H -3.695512 1.343736 -0.317167 -0.38 1.38 -0.44
C -1.300569 -0.824096 1.650057 -2.88 0.95 2.74
H -0.005532 -1.406092 -1.020771 0.27 -0.12 0.67
H -3.530786 -0.061358 0.586880 0.50 0.24 -0.33
C -1.608626 0.628847 -0.212074 -1.23 3.93 -2.18
H -1.063929 1.626154 -0.452108 -0.81 -0.98 1.09
H 1.508625 -0.803339 -2.559418 -0.58 -0.41 -0.56
H -1.662851 0.361736 -1.276364 -0.22 -0.93 0.18
H 0.855850 1.215657 -0.887071 0.67 -2.39 0.49
H 0.862602 -1.683075 0.633088 -0.57 1.57 -1.80
C 0.385720 -0.897478 -0.114325 -0.50 -0.52 0.73
H -2.863650 1.306792 1.385276 -0.68 0.58 -1.05
H 2.831639 1.367848 0.195743 -0.27 -0.78 0.32
N 2.375346 0.449855 0.395925 1.95 0.51 1.18
C 1.344184 0.159742 -0.666886 -1.02 1.41 0.69
H -2.238513 -0.464811 2.190760 1.28 -0.32 -1.21
H -0.971624 -1.646846 2.200718 1.46 -1.21 0.40
H 2.110165 0.451302 1.413854 -0.44 0.11 -1.22
H 2.884957 -1.062257 -1.471987 -0.71 -0.01 -0.35
C -0.830318 -0.267639 0.573224 1.87 -2.18 -0.60
```
Positions in Å, forces in eV/Å.

Output
Orbital gap   9.445 eV
E_LUMO   -3.562 eV
Molar mass   114.2 g mol⁻¹
F_max   4.66 eV Å⁻¹
Electronic energy   -9000.3603 eV
Total charge   +1

ORCA calculation (ωB97M-V with the def2-TZVPD basis set) on a 2-piece molecular cluster, C7H16N overall at a distorted geometry.

```
24
Properties=species:S:1:pos:R:3:forces:R:3
H 3.041279 2.086931 -0.621799 -0.73 -0.29 0.51
C -0.638357 0.774106 0.856346 0.90 -1.00 -0.98
C 0.674003 -0.029361 0.987511 0.70 0.65 -2.33
H -0.798707 -0.986593 -1.088521 0.84 -2.68 -0.69
H -1.360912 0.379617 1.518864 -1.00 -0.65 0.78
H -1.323557 -2.488742 -0.649199 -0.85 -0.83 0.16
H -0.046062 -1.583011 2.281001 0.82 0.01 0.37
C 0.855603 -1.175709 1.803123 -1.45 0.73 -1.48
H 1.759584 -1.727614 1.604919 0.26 -0.26 0.66
N -0.564152 -2.018647 -1.072071 1.35 2.23 -0.30
C -2.572600 -0.039473 -0.860983 1.27 0.01 -1.28
C -1.277979 0.729686 -0.563969 -3.68 1.29 3.27
H -0.312776 -2.372720 -2.008730 -0.19 0.24 0.77
H 1.917360 2.296768 0.834498 0.04 0.74 -0.13
C 2.538148 1.630360 0.257898 0.76 -0.91 0.60
H -0.514029 1.845325 1.104509 0.40 -0.33 -0.27
H 3.347483 1.265621 0.936579 -0.59 0.49 -0.47
H -1.149892 1.745465 -0.941137 0.30 -0.54 -1.63
C 1.694448 0.353170 -0.108084 1.02 -0.83 2.19
H 1.205825 0.445920 -1.041825 -0.84 0.39 -1.06
H -2.684492 -0.316359 -1.952455 0.25 0.61 0.73
H -3.467898 0.593001 -0.726305 0.38 0.82 0.10
H 2.439290 -0.443296 -0.225604 -0.38 -0.08 0.02
H -2.761616 -0.964436 -0.324574 0.41 0.23 0.46
```
Positions in Å, forces in eV/Å.

Output
Orbital gap (alpha / beta)   6.625 / 5.822 eV
E_LUMO (alpha / beta)   -12.158 / -12.414 eV
Molar mass   114.2 g mol⁻¹
F_max   5.09 eV Å⁻¹
Electronic energy   -8984.1345 eV
⟨S²⟩   0.755
2S+1   2
Total charge   +2